1.
# C5H10N3

The ion C5H10N3 with charge +1 in a non-equilibrium geometry (ωB97M-V/def2-TZVPD, the OMol25 dataset).

The geometry in XYZ format:
```
18
Properties=species:S:1:pos:R:3:nbo_charge:R:1
N -1.43397 -0.76602 0.53896 -0.44
H -0.46889 -2.74657 0.50919 0.22
H -0.01160 -1.72329 -1.00918 0.21
H -1.18973 -1.06526 1.42610 0.38
H -3.09664 1.09565 0.50276 0.26
C 0.09400 0.98723 -0.36744 0.37
H -1.74996 2.37323 0.68069 0.23
H 3.88505 -1.02145 0.63805 0.29
H -2.38791 1.81079 -1.01028 0.24
H 0.15515 2.05752 -0.74781 0.26
N -1.04727 0.49613 0.16298 -0.16
C 2.48920 0.23485 -0.06403 0.51
H -1.72288 -2.39814 -0.77890 0.23
C -0.87412 -1.96835 -0.26987 -0.45
C -2.16429 1.50869 0.07334 -0.43
N 1.33125 0.44337 -0.47066 -0.46
H 4.47631 0.68242 -0.10707 0.29
C 3.71631 -0.00079 0.29319 -0.54
```

Results
Relative energy (zero: lowest compared OMol25 entry of this formula, charge and spin), eV: 5.1821
E_LUMO, eV: -4.499
HOMO-LUMO gap, eV: 8.946
SMILES: C=C=N/C=[N+](/C)NC
Charge: +1
Energy, eV: -9806.566



2.
# C26H42AlF4N3O5

A structure of composition C26H42AlF4N3O5 in a non-equilibrium geometry (ωB97M-V/def2-TZVPD, the OMol25 dataset).

The geometry in XYZ format:
```
81
Properties=species:S:1:pos:R:3:lowdin_charge:R:1
H 0.04558 -0.67828 0.51202 0.12
C 0.93543 -2.11839 2.60026 -0.19
F -0.59643 -4.77603 -2.68239 -0.16
H 2.73720 1.35338 1.52211 0.06
H 0.82278 -2.69121 1.68338 0.12
N 2.28381 0.97440 -3.06638 0.16
H 0.27170 -1.21498 -1.91433 -0.17
N 3.10780 -3.43373 -0.91345 0.26
C -1.71485 2.45488 0.28293 -0.22
C -1.35024 3.26375 1.52886 -0.20
C 3.57547 1.34948 -3.13062 -0.02
O 5.59356 -1.60565 -0.55973 0.07
C -1.62065 2.46522 -2.28758 -0.18
H 1.59676 -1.95679 -0.45188 0.09
H 2.74342 1.92469 3.17100 0.09
H -2.21953 -0.88991 -3.08744 0.11
H -3.88863 -2.45174 -0.07777 0.09
H -2.36556 0.59970 -1.36646 0.09
H -0.83904 -3.29413 3.16307 0.07
O 5.02488 -2.60591 0.31160 0.08
C -0.34774 0.01044 -3.53600 -0.17
H -2.34418 3.25884 -2.46506 0.11
C 0.32233 -0.15157 -2.17079 -0.12
H 2.91230 -1.50250 0.64325 0.11
C 2.09868 -1.11997 0.03711 -0.10
H 1.81479 -2.47084 3.13256 0.12
C 2.62838 -0.27641 -1.09212 -0.05
H -1.49441 1.41069 0.52309 0.08
H -2.31787 0.28961 -4.35919 0.12
H 1.07369 0.69556 0.71243 0.10
H 5.49372 1.18893 -2.24406 0.13
C -2.35349 1.10686 -2.32919 -0.18
C 2.00203 -0.03515 3.09288 -0.48
C -4.13779 -2.53932 0.98509 -0.11
F 0.02002 -2.12350 -2.18716 0.07
H 0.07917 2.34533 -0.88751 0.09
C -1.86575 0.09670 -3.38900 -0.17
H -2.61945 1.49059 4.11612 0.11
C 3.97301 0.07478 -1.16584 -0.04
H -3.35319 3.34783 2.20311 0.11
H 1.67365 1.33083 -3.79127 0.15
H -0.89066 2.56971 -3.09174 0.10
C 2.90671 1.04750 2.54792 0.02
C 4.45710 0.89766 -2.19277 0.03
H -1.61289 0.99836 2.78758 0.09
C -0.27517 -2.43053 3.50557 -0.06
F 1.79280 -3.69291 -3.59910 -0.17
C 1.01947 -0.37503 0.89212 -0.15
H -0.38917 2.91562 1.91164 0.11
C -2.52129 1.55664 3.03366 -0.19
H -0.01356 0.87531 -4.11425 0.09
H -0.12549 -0.88084 -4.11976 0.09
C -0.91052 2.80337 -0.96653 -0.21
H -0.94996 -1.57833 3.44944 0.05
F -0.58894 -2.95009 -4.76912 -0.15
C -3.32964 -0.53942 1.85027 -0.26
H -2.78774 2.47743 0.09270 0.12
H -1.31895 4.31648 1.24807 0.11
H -2.70373 -1.08704 2.56514 0.10
H -3.27410 -2.97867 1.49319 0.08
C -3.71439 0.81359 2.39525 -0.16
O 5.48414 0.28024 0.67931 0.23
H -2.15272 3.66268 3.47923 0.10
H 3.88470 2.00085 -3.93174 0.14
H -0.71551 3.87880 -0.95481 0.11
H 0.02332 -2.50978 4.54561 0.07
H -4.53740 0.70951 3.09967 0.12
C 4.10856 -3.20303 -0.39221 -0.27
H -4.97165 -3.22720 1.08793 0.09
H 3.92776 0.73084 2.73061 0.08
C -2.39995 3.03172 2.62845 -0.20
H -3.39444 1.32062 -2.56332 0.11
N 1.03314 -0.67473 2.31493 -0.05
Al 0.15139 -3.40974 -3.32378 -0.09
C 5.03413 -0.36705 -0.20162 -0.38
H -2.73148 -0.42271 0.93334 0.11
C 1.77271 0.18770 -2.11026 -0.08
H -0.21571 0.36891 -1.38507 0.10
O -4.48146 -1.29301 1.54523 -0.17
H -4.09897 1.41088 1.56795 0.10
O 2.10823 -0.33082 4.26570 0.07
```

Results
E_LUMO, eV: -1.830
HOMO-LUMO gap, eV: 7.475
Charge: 0
Energy, eV: -59817.541



3.
# C2H3NO2S

A structure of composition C2H3NO2S in a non-equilibrium geometry (ωB97M-V/def2-TZVPD, the OMol25 dataset).

The geometry in XYZ format:
```
9
Properties=species:S:1:pos:R:3:nbo_charge:R:1
C 1.41888 0.26682 -0.47422 0.62
O 2.46533 0.74378 -0.70452 -0.47
H -2.55844 0.48854 0.11011 0.42
H 0.31546 1.25306 1.07623 0.46
H -0.75980 -1.54042 0.84503 0.26
C -0.22081 -0.72892 0.21223 0.06
O -1.99486 0.59870 -0.62964 -0.94
S 0.76759 -1.39864 -1.03886 0.24
N 0.56665 0.31708 0.60363 -0.65
```

Results
Relative energy (zero: lowest compared OMol25 entry of this formula, charge and spin), eV: 4.6104
E_LUMO (spin up / spin down), eV: -1.052 / -1.052
HOMO-LUMO gap (spin up / spin down), eV: 8.102 / 8.109
Charge: 0
Energy, eV: -18538.842



4.
# C3H3NS

The molecule C3H3NS in a non-equilibrium geometry (ωB97M-V/def2-TZVPD, the OMol25 dataset).

The geometry in XYZ format:
```
8
Properties=species:S:1:pos:R:3:nbo_charge:R:1
N 0.75294 -1.87999 3.03952 -0.40
H 0.93623 -1.29628 -0.38083 0.25
S -1.41177 -1.26783 -0.48497 0.55
C 0.14836 -0.98810 0.22572 -0.42
C -0.49639 0.27740 0.02014 -0.66
H -1.15454 0.70897 0.86393 0.26
C 0.49311 -1.60499 1.96504 0.18
H 0.08163 0.83871 -0.62193 0.23
```

Results
Relative energy (zero: lowest compared OMol25 entry of this formula, charge and spin), eV: 4.0144
E_LUMO (spin up / spin down), eV: 0.575 / -3.500
HOMO-LUMO gap (spin up / spin down), eV: 6.381 / 7.993
Multiplicity: 3
Charge: 0
Energy, eV: -15477.670
<S²>: 2.0057



5.
# C5H5FS

The molecule C5H5FS in a non-equilibrium geometry (ωB97M-V/def2-TZVPD, the OMol25 dataset).

The geometry in XYZ format:
```
12
Properties=species:S:1:pos:R:3:nbo_charge:R:1
C 0.42182 1.55839 0.15927 -0.26
H -2.21082 1.37790 0.14330 0.20
F 0.08394 -1.18095 1.43660 -0.33
H 1.42653 -1.14685 -1.78812 0.23
H 1.46430 1.68561 0.54493 0.21
H -0.00320 2.45248 0.16397 0.18
C -0.26266 0.35774 0.13042 -0.16
S -2.72106 -0.82604 0.02907 0.16
C -1.75516 0.36316 0.02411 -0.35
C 1.20757 -1.54374 -0.67710 -0.48
H 1.89388 -2.30232 -0.36347 0.22
C 0.45485 -0.79537 0.19703 0.38
```

Results
Relative energy (zero: lowest compared OMol25 entry of this formula, charge and spin), eV: 2.4908
E_LUMO, eV: -0.682
HOMO-LUMO gap, eV: 8.127
SMILES: C=C(F)C(=C)C=S
Charge: 0
Energy, eV: -18815.067



6.
# C44H49FGeN9O3STl

A structure of composition C44H49FGeN9O3STl in a non-equilibrium geometry (ωB97M-V/def2-TZVPD, the OMol25 dataset).

The geometry in XYZ format:
```
109
Properties=species:S:1:pos:R:3:lowdin_charge:R:1
H -2.17584 -4.80010 2.44392 0.07
C 1.79614 -5.07424 2.95037 -0.33
C 0.44281 -3.15488 1.54268 -0.03
H 1.81726 1.34570 -1.36360 0.03
C -1.60538 1.40522 -4.02807 -0.19
C -5.01578 4.64098 -0.49327 -0.09
H -0.09832 -5.55390 3.89239 0.09
C 1.27179 -2.24728 -4.19085 -0.19
C -3.88215 -3.02174 -0.82666 -0.33
N -4.28911 -5.42809 -1.67454 0.10
H 5.20513 -3.55392 -1.05652 0.06
H 2.64592 -2.86512 -5.71174 0.11
O -0.22935 1.43782 -5.93095 0.03
C 0.79683 -3.71276 -2.50204 -0.13
H 1.80739 -0.09809 0.69370 0.02
H 2.35204 4.92057 1.16509 0.10
C 2.00850 0.83426 1.24387 -0.10
H 3.38832 -1.05408 -1.49714 0.08
C -1.72639 -3.82174 2.58199 -0.07
H 4.35280 -1.55356 2.13261 0.07
H 3.04362 -5.05885 -4.70523 0.09
H 5.13593 -1.27656 -1.09669 0.09
C 0.65610 5.88769 0.30276 -0.09
Tl -0.25974 -0.50898 -1.59182 0.86
H 5.00989 -3.22634 1.91045 0.05
H 1.11703 6.84042 -0.00526 0.07
H 0.46714 1.16817 5.31111 0.11
C -1.19417 2.62334 2.76143 -0.30
N 2.21914 4.45758 -0.92785 -0.01
C -3.98811 2.10149 -2.90289 -0.09
C -4.15061 -4.34127 -1.28980 -0.24
O -2.62519 -1.24296 -0.71351 -0.35
N 0.64798 -2.52977 -3.04278 0.02
C -1.39665 3.88895 3.33857 -0.12
C -4.98897 -2.46168 -0.02680 -0.21
C -5.79841 3.89894 1.64955 -0.11
Ge -1.90048 2.33602 1.01820 0.95
H 3.74068 1.51236 0.28829 0.10
H 1.76998 -5.61408 -2.53008 0.10
H 4.03121 -0.30774 -0.02002 0.03
H -1.98164 4.62011 2.76516 0.11
H -0.07664 -2.33904 0.97929 0.08
C -0.97454 4.13981 4.61885 -0.10
S 2.03925 3.21523 -3.27297 0.55
C -0.40994 0.90416 -4.84047 -0.51
H -6.94438 5.15238 0.35268 0.08
H 1.93942 -6.65785 4.37376 0.05
N 2.02172 2.15545 -0.80295 0.01
C 1.83108 -3.27320 1.29626 -0.33
H -1.82984 0.89557 0.60324 -0.02
C -6.02729 4.63455 0.47908 -0.09
N -5.72121 -1.85223 0.62429 0.11
H -2.11910 -3.20454 1.78501 0.05
C -3.85141 3.92487 -0.30638 -0.14
C 0.42399 -4.94210 3.17156 -0.08
C 1.63887 4.72148 0.37973 -0.27
C -3.45477 2.90354 -3.90880 -0.06
C 4.17162 -3.62919 -0.73119 -0.04
H -0.20902 5.69369 -0.32820 0.07
H 2.80195 2.78747 1.01139 0.09
C 2.35540 -4.39206 -4.23428 -0.08
H -1.79039 3.10834 -5.30190 0.12
H 2.51063 0.63720 2.16100 0.07
C -0.25513 -3.97173 2.41946 -0.31
C -3.60053 3.23142 0.86407 -0.28
C -0.60205 1.60982 3.51045 -0.11
C 2.08978 -3.17563 -4.82899 -0.02
C 2.12516 3.25579 -1.56133 -0.86
C 4.76873 -2.28178 1.43466 -0.05
H -4.39244 2.69017 2.79396 0.10
H 3.50380 -4.59719 1.92021 0.06
C 1.67804 -4.68172 -3.05970 -0.07
H 5.69637 -1.82706 1.08267 0.06
H -4.93852 2.28681 -2.45859 0.09
H 1.08676 3.81983 0.64236 0.08
H -5.21360 5.16343 -1.44280 0.11
H 4.02842 -4.55352 -0.16536 0.06
C -2.23994 2.54992 -4.48454 0.00
H 3.30971 -5.47752 4.42595 0.08
C 3.82434 -2.40658 0.17952 -0.62
C 2.60631 -6.05016 3.77235 -0.08
H -2.07807 -3.42267 3.53074 0.07
N -2.10238 0.66053 -3.01931 0.03
C 4.09124 -1.15555 -0.66893 -0.07
H -3.69282 0.33506 -1.69551 0.10
C -4.60791 3.23450 1.87301 -0.09
C -3.28597 0.98863 -2.47024 -0.13
H 0.94349 1.18817 1.43269 0.06
H 0.00513 3.34190 6.34669 0.09
C -0.08985 1.91328 4.74410 -0.09
N -2.70503 -2.43821 -1.08434 -0.05
O 1.47529 -0.84852 -6.07821 0.04
H -0.47839 0.60565 3.15934 0.10
F -0.90747 3.25124 -0.14923 -0.29
H 2.20988 5.16732 -1.64315 0.08
H -3.05072 3.87313 -1.02579 0.09
C 2.72930 1.86390 0.44309 -0.25
H -6.60622 3.90849 2.39775 0.10
H 0.25145 -3.94821 -1.58129 0.12
H 3.47473 -3.62608 -1.58704 0.06
H 3.21883 -6.71228 3.16565 0.06
H -1.04653 5.08883 5.11291 0.09
N 2.39126 -2.37762 0.48432 0.03
H 0.31990 6.02152 1.33499 0.06
C 0.98122 -0.94962 -4.95981 -0.43
H -3.98718 3.78788 -4.20215 0.09
N 0.15434 -0.13521 -4.23022 0.05
C 2.47901 -4.34579 2.00871 -0.03
C -0.30441 3.14999 5.34383 -0.08
```

Results
Relative energy (zero: lowest compared OMol25 entry of this formula, charge and spin), eV: 0.0000
E_LUMO, eV: 3.645
HOMO-LUMO gap, eV: 4.716
Charge: -2
Energy, eV: -140739.320